Record 1
ORCA calculation (ωB97M-V/def2-TZVPD) on a structure of composition C33H72AlNO6PS3 at a distorted geometry.

Values from the calculation:
HOMO-LUMO gap: 0.22372 Eh
E_LUMO: 1.9 eV
F_max: 1.1 eV/A
highest occupied orbital energy: -4.2 eV

The geometry in ORCA input format:
```
! RIJCOSX wB97M-V def2-TZVPD def2/J DEFGRID3
* xyz -1 1
C -3.627 -6.279 0.855
C -3.216 -7.175 -0.329
C -1.707 -7.349 -0.499
C -1.029 -6.266 -1.328
C 0.488 -6.514 -1.453
C 1.029 -6.228 -2.855
C 0.715 -4.847 -3.423
C 1.346 -3.681 -2.624
C 0.375 -2.684 -1.945
C 0.513 -1.281 -2.557
C -0.672 -0.356 -2.250
C -0.595 0.298 -0.858
C 0.257 1.594 -0.895
C 1.628 1.584 -0.214
C 1.705 1.110 1.239
C 0.607 1.634 2.182
Al 0.275 0.545 3.839
C -0.424 -1.318 3.492
C 0.444 -2.267 2.636
C 1.693 -2.813 3.358
C 3.022 -2.192 2.931
C 3.390 -2.432 1.470
P 2.227 0.576 5.261
N 3.459 1.392 4.583
H -3.723 -5.242 0.535
H -4.600 -6.590 1.235
H -2.905 -6.329 1.669
H -3.670 -8.156 -0.177
H -3.631 -6.755 -1.247
H -1.221 -7.413 0.478
H -1.526 -8.306 -0.999
H -1.181 -5.290 -0.858
H -1.487 -6.202 -2.317
H 1.022 -5.931 -0.700
H 0.676 -7.566 -1.221
H 2.116 -6.351 -2.871
H 0.622 -7.008 -3.508
H 1.162 -4.813 -4.419
H -0.360 -4.724 -3.563
H 1.984 -3.139 -3.320
H 1.993 -4.108 -1.855
H 0.640 -2.639 -0.889
H -0.660 -3.006 -2.059
H 1.404 -0.776 -2.176
H 0.605 -1.397 -3.640
H -1.624 -0.873 -2.405
H -0.660 0.452 -2.979
H -0.285 -0.417 -0.093
H -1.613 0.593 -0.594
H 0.418 1.822 -1.948
H -0.324 2.400 -0.443
H 2.051 2.591 -0.294
H 2.288 0.947 -0.820
H 2.651 1.487 1.635
H 1.792 0.023 1.282
H 0.924 2.615 2.556
H -0.354 1.782 1.681
H -0.842 1.338 4.722
H -1.390 -1.184 2.994
H -0.621 -1.809 4.451
H 0.744 -1.818 1.688
H -0.167 -3.140 2.363
H 1.772 -3.887 3.151
H 1.540 -2.721 4.435
H 3.807 -2.624 3.561
H 3.054 -1.117 3.114
H 2.635 -2.051 0.784
H 4.304 -1.871 1.247
H 3.613 -3.480 1.264
H 1.887 1.200 6.498
H 2.623 -0.726 5.674
H 4.293 0.815 4.534
C -0.905 5.193 -2.325
C -0.413 5.423 -3.761
C -0.895 4.236 -4.604
S -2.399 3.640 -3.815
O -2.162 2.310 -3.318
O -3.537 3.920 -4.662
C -2.370 4.787 -2.446
H -0.790 6.083 -1.708
H -0.336 4.386 -1.860
H -0.842 6.349 -4.150
H 0.671 5.519 -3.807
H -1.128 4.516 -5.628
H -0.180 3.415 -4.598
H -2.766 4.298 -1.561
H -2.998 5.635 -2.720
C 5.652 3.920 3.880
C 4.593 5.000 3.641
C 5.332 6.285 3.237
S 6.856 5.753 2.445
O 7.974 6.185 3.252
O 6.811 6.070 1.037
C 6.604 4.001 2.691
H 5.191 2.936 3.969
H 6.194 4.127 4.806
H 3.928 4.682 2.837
H 3.980 5.160 4.525
H 4.770 6.890 2.530
H 5.609 6.885 4.101
H 7.566 3.523 2.861
H 6.143 3.608 1.785
C -7.056 1.133 -2.239
C -7.466 2.611 -2.313
C -6.984 3.286 -1.022
S -5.543 2.352 -0.484
O -5.845 1.719 0.772
O -4.360 3.156 -0.653
C -5.601 1.127 -1.784
H -7.173 0.633 -3.199
H -7.678 0.610 -1.508
H -6.984 3.078 -3.174
H -8.542 2.727 -2.435
H -6.689 4.320 -1.176
H -7.724 3.226 -0.226
H -5.263 0.173 -1.385
H -4.929 1.459 -2.576
*
```

Löwdin population analysis, charges in e, atoms 1 to 6: -0.1078 -0.2640 -0.2388 -0.2149 -0.2078 -0.2295

---

Record 2
ORCA calculation (ωB97M-V/def2-TZVPD) on a cluster of 7 separate species, C33H72BFIN5O14PS6 in total at a distorted geometry.

Values from the calculation:
HOMO-LUMO gap: 0.17909 Eh
E_LUMO: 1.5 eV
F_max: 2.1 eV/A
highest occupied orbital energy: -3.4 eV

The geometry in ORCA input format:
```
! RIJCOSX wB97M-V def2-TZVPD def2/J DEFGRID3
* xyz -1 1
C 0.336 -3.517 1.938
C -1.085 -3.950 1.559
C -1.903 -2.814 0.935
F -1.187 -2.340 -0.139
C -2.242 -1.673 1.921
C -2.646 -2.095 3.344
C -4.009 -2.818 3.487
N -3.853 -3.976 4.430
N -4.940 -1.881 4.127
N -4.592 -3.206 2.212
O -1.025 -0.934 1.978
B -1.132 0.416 1.482
I -0.473 0.799 -0.652
P -0.039 1.662 2.567
N 0.423 2.982 1.765
O -2.562 0.690 1.488
C -3.257 -0.538 1.456
C -4.130 -0.767 0.195
C -5.531 -0.206 0.434
N -5.527 1.206 0.852
H 0.922 -3.246 1.066
H 0.850 -4.352 2.432
H 0.333 -2.692 2.648
H -0.999 -4.732 0.795
H -1.569 -4.411 2.425
H -2.809 -3.257 0.519
H -1.847 -2.704 3.774
H -2.683 -1.183 3.938
H -4.780 -4.115 4.823
H -3.658 -4.828 3.913
H -5.892 -2.219 4.052
H -4.684 -1.781 5.100
H -4.311 -4.143 1.949
H -5.603 -3.261 2.283
H 1.128 0.945 2.976
H -0.764 2.045 3.733
H 0.120 3.821 2.243
H -3.988 -0.407 2.263
H -4.170 -1.830 -0.030
H -3.620 -0.277 -0.641
H -6.069 -0.222 -0.523
H -6.073 -0.848 1.144
H -6.506 1.471 0.941
H -5.152 1.288 1.792
C 4.932 -0.520 -1.037
C 5.723 -1.832 -1.153
C 5.076 -2.841 -0.198
S 3.348 -2.360 -0.063
O 3.105 -1.942 1.293
O 2.528 -3.353 -0.711
C 3.460 -0.910 -1.100
H 5.192 0.180 -1.830
H 5.144 -0.038 -0.078
H 5.667 -2.205 -2.173
H 6.779 -1.689 -0.917
H 5.134 -3.859 -0.576
H 5.508 -2.790 0.800
H 2.784 -0.144 -0.722
H 3.166 -1.204 -2.107
C 8.480 -2.230 -5.625
C 9.296 -3.523 -5.735
C 8.656 -4.546 -4.789
S 6.921 -4.097 -4.670
O 6.661 -3.670 -3.315
O 6.112 -5.099 -5.317
C 7.017 -2.646 -5.707
H 8.738 -1.520 -6.411
H 8.667 -1.753 -4.668
H 9.259 -3.893 -6.763
H 10.344 -3.360 -5.483
H 8.732 -5.565 -5.161
H 9.079 -4.484 -3.788
H 6.331 -1.889 -5.334
H 6.735 -2.943 -6.717
C -6.121 -2.842 -3.627
C -4.797 -2.803 -4.402
C -3.711 -3.372 -3.482
S -4.542 -4.517 -2.380
O -4.460 -3.989 -1.044
O -4.144 -5.871 -2.686
C -6.196 -4.230 -2.996
H -6.977 -2.652 -4.274
H -6.112 -2.078 -2.845
H -4.883 -3.421 -5.300
H -4.547 -1.793 -4.722
H -2.941 -3.909 -4.030
H -3.254 -2.597 -2.866
H -6.906 -4.297 -2.175
H -6.409 -4.997 -3.741
C 10.882 1.396 -1.145
C 10.721 2.534 -2.161
C 10.459 1.893 -3.530
S 9.663 0.319 -3.198
O 10.545 -0.742 -3.626
O 8.288 0.374 -3.626
C 9.733 0.430 -1.416
H 10.861 1.762 -0.120
H 11.838 0.891 -1.303
H 9.870 3.157 -1.878
H 11.600 3.176 -2.192
H 9.799 2.496 -4.148
H 11.385 1.688 -4.065
H 9.887 -0.561 -0.997
H 8.781 0.839 -1.075
C -1.183 8.201 2.902
C 0.173 8.255 2.186
C 1.231 7.737 3.169
S 0.381 6.596 4.265
O 0.391 7.146 5.602
O 0.822 5.257 3.992
C -1.248 6.829 3.563
H -2.011 8.349 2.210
H -1.233 8.985 3.662
H 0.145 7.610 1.306
H 0.413 9.263 1.848
H 2.034 7.204 2.667
H 1.643 8.538 3.781
H -1.994 6.757 4.351
H -1.402 6.039 2.827
C -9.258 5.013 3.388
C -10.549 4.992 2.558
C -10.294 4.095 1.340
S -9.049 2.903 1.848
O -7.851 3.136 1.083
O -9.644 1.593 1.938
C -8.806 3.560 3.493
H -9.417 5.453 4.372
H -8.496 5.603 2.874
H -11.361 4.577 3.158
H -10.848 5.994 2.251
H -11.186 3.559 1.027
H -9.887 4.658 0.502
H -7.762 3.446 3.776
H -9.443 2.993 4.171
*
```

Löwdin population analysis, charges in e, atoms 1 to 6: -0.0874 -0.1660 -0.2844 -0.0243 -0.3125 -0.0346

---

Record 3
ORCA calculation (ωB97M-V/def2-TZVPD) on a cluster of 6 separate species, C33H72N4O13 in total at a distorted geometry.

Values from the calculation:
HOMO-LUMO gap: 0.30642 Eh
E_LUMO: 0.4 eV
F_max: 8.0 eV/A
SMILES: CC1(C)CCCC(C)(C)N1O.COCCNCCOC.COCCNCCOC.COCCNCCOC.O=C1OCCO1.O=C1OCCO1
highest occupied orbital energy: -8.0 eV

The geometry in ORCA input format:
```
! RIJCOSX wB97M-V def2-TZVPD def2/J DEFGRID3
* xyz 0 1
C 1.333 -1.710 -1.423
C 0.221 -0.694 -1.177
C 0.021 -0.631 0.340
C 0.791 0.585 -1.728
C -0.195 1.790 -1.572
C -1.459 1.473 -2.418
C -2.167 0.151 -2.077
C -2.980 0.383 -0.811
C -2.973 -0.144 -3.379
N -1.191 -0.994 -1.862
O -1.642 -2.321 -1.736
H 1.047 -2.759 -1.349
H 1.615 -1.743 -2.476
H 2.244 -1.598 -0.835
H 0.945 -0.574 0.915
H -0.621 0.138 0.771
H -0.489 -1.493 0.769
H 1.741 0.752 -1.221
H 0.899 0.368 -2.791
H -0.505 1.955 -0.540
H 0.323 2.667 -1.961
H -1.171 1.429 -3.469
H -1.949 2.342 -1.979
H -2.344 0.676 0.024
H -3.479 -0.524 -0.469
H -3.814 1.041 -1.056
H -3.411 0.769 -3.784
H -3.833 -0.721 -3.040
H -2.503 -0.689 -4.198
H -1.661 -2.579 -2.660
C 6.911 3.032 4.358
O 7.446 1.875 3.775
C 6.657 0.686 3.837
C 7.537 -0.471 3.434
N 7.201 -1.613 4.312
C 7.953 -2.747 3.860
C 7.220 -4.111 3.555
O 6.251 -4.584 4.628
C 5.175 -5.266 4.110
H 6.060 3.504 3.868
H 7.683 3.756 4.094
H 6.800 2.736 5.401
H 5.722 0.617 3.281
H 6.361 0.647 4.886
H 8.587 -0.200 3.535
H 7.375 -0.818 2.414
H 6.229 -1.852 4.449
H 8.607 -2.997 4.696
H 8.568 -2.492 2.997
H 8.001 -4.859 3.415
H 6.641 -3.979 2.641
H 4.613 -4.658 3.401
H 4.519 -5.642 4.895
H 5.550 -6.124 3.552
C -2.585 -8.333 -4.893
O -3.766 -7.586 -4.688
C -4.768 -7.717 -5.779
C -5.463 -9.060 -5.786
N -5.568 -9.700 -4.487
C -6.876 -9.368 -3.755
C -6.680 -8.097 -2.881
O -6.725 -8.417 -1.528
C -8.003 -8.499 -0.930
H -2.105 -8.517 -3.932
H -1.908 -7.840 -5.591
H -2.861 -9.333 -5.229
H -4.310 -7.379 -6.709
H -5.443 -6.905 -5.509
H -4.850 -9.732 -6.388
H -6.421 -8.823 -6.247
H -4.945 -9.346 -3.775
H -7.232 -10.107 -3.037
H -7.770 -9.251 -4.368
H -7.540 -7.476 -3.131
H -5.801 -7.498 -3.117
H -7.918 -8.997 0.036
H -8.809 -8.740 -1.623
H -8.277 -7.451 -0.808
C 1.660 10.234 7.177
O 0.675 10.227 8.340
C 0.890 9.202 9.304
C -0.024 7.919 9.092
N 0.309 6.933 8.047
C -0.697 5.882 7.844
C -1.878 6.355 6.899
O -3.008 7.164 7.429
C -3.393 8.320 6.667
H 2.679 10.413 7.520
H 1.362 10.990 6.450
H 1.717 9.213 6.802
H 0.708 9.662 10.275
H 1.943 9.063 9.551
H -1.060 8.249 9.011
H 0.013 7.385 10.042
H 0.642 7.486 7.269
H -1.316 5.716 8.725
H -0.318 4.938 7.452
H -2.272 5.500 6.351
H -1.416 6.876 6.060
H -2.564 9.003 6.483
H -4.095 8.819 7.337
H -3.939 8.058 5.761
O -1.656 9.087 -4.193
C -2.735 9.588 -4.373
O -3.833 9.178 -3.685
C -4.956 9.824 -4.331
C -4.244 10.907 -5.199
O -2.971 10.404 -5.424
H -5.626 9.148 -4.862
H -5.591 10.252 -3.555
H -4.138 11.875 -4.709
H -4.767 11.032 -6.147
O 6.184 -7.839 -9.590
C 5.866 -6.591 -9.434
O 6.357 -5.581 -10.064
C 5.597 -4.461 -9.659
C 4.794 -4.861 -8.436
O 4.914 -6.200 -8.607
H 6.168 -3.643 -9.218
H 5.036 -4.058 -10.501
H 3.755 -4.534 -8.417
H 5.388 -4.743 -7.530
*
```

Löwdin population analysis, charges in e, atoms 1 to 6: -0.0614 -0.4603 -0.0515 -0.1545 -0.1621 -0.1479